4 unconnected molecules or ions with the total composition C3H14O3S, computed with wB97M-V/def2-TZVPD.

Structure (ORCA input):
```
! RIJCOSX wB97M-V def2-TZVPD def2/J DEFGRID3
* xyz 0 1
C 0.73 -1.75 -1.25
C -0.33 -0.65 -1.08
S -0.86 -0.51 0.65
C -2.21 0.65 0.46
H 0.88 -1.88 -2.31
H 1.67 -1.45 -0.81
H 0.34 -2.68 -0.85
H 0.03 0.28 -1.52
H -1.22 -0.93 -1.64
H -2.72 0.51 -0.48
H -1.84 1.67 0.56
H -2.99 0.51 1.23
O -0.91 -4.21 0.74
H -1.03 -3.37 1.22
H -0.10 -4.59 1.08
O 2.13 4.87 -0.55
H 1.69 4.14 -0.99
H 1.76 5.70 -0.86
O 1.73 1.55 0.36
H 1.26 0.80 0.76
H 2.65 1.46 0.64
*
```

Values from the calculation:
SMILES	CCSC.O.O.O
frontier orbital gap	9.62	eV
F_max	0.0201	hartree/bohr
total energy	-20315.781	eV
highest occupied orbital energy	-8.94	eV
energy above the lowest of the compared OMol25 structures with the same formula, charge and spin	10.5	kcal per mole

Löwdin atomic charge list, values in e, 2 entries: -0.16, -0.55

---

4 unconnected molecules or ions with the total composition C3H14O3S2, computed with wB97M-V/def2-TZVPD.

Structure (ORCA input):
```
! RIJCOSX wB97M-V def2-TZVPD def2/J DEFGRID3
* xyz 0 1
C -1.19 -0.51 -0.91
C -1.84 -1.04 0.36
S -0.87 -1.00 1.93
S -0.16 0.89 2.34
C 1.27 0.98 1.27
H -0.68 0.43 -0.70
H -1.98 -0.31 -1.64
H -0.44 -1.16 -1.34
H -2.84 -0.66 0.49
H -1.89 -2.13 0.34
H 1.80 0.03 1.16
H 0.96 1.24 0.27
H 1.95 1.74 1.66
O 2.16 -1.84 -0.05
H 1.36 -2.11 -0.51
H 1.90 -2.02 0.86
O 2.00 0.22 -2.11
H 1.85 -0.62 -2.53
H 2.48 0.04 -1.30
O -2.17 2.57 0.44
H -1.68 1.86 0.01
H -2.00 3.38 -0.03
*
```

Values from the calculation:
SMILES	CCSSC.O.O.O
frontier orbital gap	9.18	eV
F_max	0.0164	hartree/bohr
total energy	-31150.905	eV
highest occupied orbital energy	-8.80	eV
energy above the lowest of the compared OMol25 structures with the same formula, charge and spin	13.0	kcal per mole

Löwdin atomic charge list, values in e, 2 entries: -0.15, -0.56

---

5 unconnected molecules or ions with the total composition C3H14O4, computed with wB97M-V/def2-TZVPD.

Structure (ORCA input):
```
! RIJCOSX wB97M-V def2-TZVPD def2/J DEFGRID3
* xyz 0 1
C -1.72 2.46 0.17
C -1.66 1.16 -0.03
C -0.43 0.35 0.26
H -2.65 2.97 -0.03
H -0.84 3.09 0.31
H -2.58 0.61 -0.14
H 0.36 1.03 0.61
H -0.46 -0.20 1.20
H -0.04 -0.20 -0.59
O 0.53 -1.77 -2.51
H -0.35 -1.45 -2.45
H 0.33 -2.72 -2.52
O 2.42 1.76 0.53
H 3.30 1.95 0.22
H 1.84 1.72 -0.24
O -1.45 -2.79 -0.54
H -0.50 -2.91 -0.60
H -1.80 -3.20 0.26
O 1.87 -0.94 2.30
H 1.30 -0.18 2.14
H 2.54 -0.74 1.63
*
```

Values from the calculation:
SMILES	C=CC.O.O.O.O
frontier orbital gap	10.35	eV
F_max	0.0331	hartree/bohr
total energy	-11526.872	eV
highest occupied orbital energy	-9.82	eV
energy above the lowest of the compared OMol25 structures with the same formula, charge and spin	40.1	kcal per mole

Löwdin atomic charge list, values in e, 2 entries: -0.01, -0.22

---

6 unconnected molecules or ions with the total composition C3H14O5, computed with wB97M-V/def2-TZVPD.

Structure (ORCA input):
```
! RIJCOSX wB97M-V def2-TZVPD def2/J DEFGRID3
* xyz 0 1
C 3.11 -0.18 -1.22
O 0.40 0.11 -0.29
C 3.25 -0.28 0.13
C 2.72 0.57 1.08
H 2.75 0.70 -1.72
H 3.52 -0.98 -1.83
H 1.28 -0.18 -0.48
H 3.80 -1.14 0.51
H 2.96 0.35 2.10
H 2.07 1.40 0.83
H -3.43 1.21 -2.25
H -3.01 0.35 -0.97
O -2.74 0.64 -1.90
H -2.16 -1.22 0.47
H -4.04 -0.46 0.80
O -3.16 -0.19 0.52
H -0.70 1.56 0.93
H -2.16 1.17 1.21
O -1.47 1.82 1.47
H -1.58 -2.73 0.37
H -0.13 -0.72 -0.13
O -1.30 -1.82 0.37
*
```

Values from the calculation:
frontier orbital gap	2.81	eV
F_max	0.0212	hartree/bohr
total energy	-13570.034	eV
highest occupied orbital energy	-7.77	eV
energy above the lowest of the compared OMol25 structures with the same formula, charge and spin	137.5	kcal per mole

Löwdin atomic charge list, values in e, 2 entries: 0.20, 0.00

---

3 unconnected molecules or ions with the total composition C3H15N2O2, computed with wB97M-V/def2-TZVPD.

Structure (ORCA input):
```
! RIJCOSX wB97M-V def2-TZVPD def2/J DEFGRID3
* xyz 1 1
N -0.16 1.61 -0.91
C 0.69 0.38 -1.19
C -0.25 -0.71 -1.62
C 1.51 0.06 0.05
N 2.37 -1.06 -0.30
H 0.41 2.40 -0.59
H -0.84 1.42 -0.14
H -0.72 1.87 -1.72
H 1.34 0.67 -2.00
H -0.71 -1.25 -0.80
H 0.28 -1.49 -2.15
H -0.98 -0.37 -2.34
H 2.07 0.92 0.42
H 0.85 -0.26 0.86
H 3.31 -0.73 -0.45
H 2.36 -1.73 0.44
H -1.25 -2.34 2.32
H -0.92 -1.09 3.14
O -1.22 -1.37 2.26
H -3.13 0.96 1.19
H -1.80 0.26 1.24
O -2.20 1.11 0.98
*
```

Values from the calculation:
frontier orbital gap	10.47	eV
F_max	0.0227	hartree/bohr
total energy	-10423.868	eV
highest occupied orbital energy	-13.36	eV
energy above the lowest of the compared OMol25 structures with the same formula, charge and spin	3.6	kcal per mole

Löwdin atomic charge list, values in e, 2 entries: 0.21, -0.34

---

3 unconnected molecules or ions with the total composition C3H15N2O2, computed with wB97M-V/def2-TZVPD.

Structure (ORCA input):
```
! RIJCOSX wB97M-V def2-TZVPD def2/J DEFGRID3
* xyz 1 1
N 1.00 0.92 -0.43
C -0.19 1.55 0.26
C 0.24 2.76 1.09
C -0.92 0.46 1.03
N -1.56 -0.47 0.11
H 1.79 1.55 -0.67
H 0.73 0.38 -1.27
H 1.39 0.19 0.17
H -0.83 1.89 -0.53
H 1.33 2.78 1.25
H -0.15 2.72 2.12
H -0.07 3.66 0.58
H -0.20 -0.04 1.69
H -1.69 0.97 1.58
H -2.46 -0.76 0.48
H -1.04 -1.28 -0.18
H -0.02 -5.29 -0.19
H -0.27 -4.66 1.18
O -0.19 -4.45 0.24
H 0.34 -1.02 -3.23
H 1.83 -0.91 -2.82
O 0.93 -0.96 -2.46
*
```

Values from the calculation:
frontier orbital gap	10.02	eV
F_max	0.0206	hartree/bohr
total energy	-10423.504	eV
highest occupied orbital energy	-13.14	eV
energy above the lowest of the compared OMol25 structures with the same formula, charge and spin	12.0	kcal per mole

Löwdin atomic charge list, values in e, 2 entries: 0.20, -0.35

---

3 unconnected molecules or ions with the total composition C3H15N2O2, computed with wB97M-V/def2-TZVPD.

Structure (ORCA input):
```
! RIJCOSX wB97M-V def2-TZVPD def2/J DEFGRID3
* xyz 1 1
N -0.96 -1.24 0.95
C 0.48 -1.59 0.76
C 1.26 -0.28 0.80
N 0.57 0.65 -0.05
C 1.26 1.92 -0.21
H -1.58 -1.80 0.35
H -1.28 -1.53 1.88
H -1.10 -0.22 0.77
H 0.81 -2.30 1.50
H 0.64 -2.02 -0.23
H 1.33 0.13 1.81
H 2.32 -0.48 0.57
H 0.46 0.24 -0.98
H 1.27 2.51 0.71
H 0.73 2.51 -0.95
H 2.31 1.82 -0.48
H -3.01 1.40 0.19
H -2.22 1.98 1.38
O -2.43 1.16 0.92
H 1.34 -0.80 -2.93
H -0.03 -0.43 -3.46
O 0.40 -0.90 -2.73
*
```

Values from the calculation:
frontier orbital gap	9.99	eV
F_max	0.0236	hartree/bohr
total energy	-10423.483	eV
highest occupied orbital energy	-12.91	eV
energy above the lowest of the compared OMol25 structures with the same formula, charge and spin	12.5	kcal per mole

Löwdin atomic charge list, values in e, 2 entries: 0.18, -0.12

---

3 unconnected molecules or ions with the total composition C3H15N2O2S, computed with wB97M-V/def2-TZVPD.

Structure (ORCA input):
```
! RIJCOSX wB97M-V def2-TZVPD def2/J DEFGRID3
* xyz 1 1
N 0.59 0.10 -0.26
C -0.87 -0.19 -0.48
C -1.23 -1.41 0.39
S -0.79 -3.02 -0.26
C -1.67 1.04 -0.08
N -0.95 2.22 -0.61
H 1.13 -0.51 -0.89
H 0.75 1.07 -0.54
H 0.83 -0.07 0.71
H -0.97 -0.47 -1.49
H -0.75 -1.23 1.36
H -2.28 -1.49 0.54
H 0.55 -3.01 -0.16
H -1.65 1.06 0.98
H -2.70 1.08 -0.44
H -1.12 3.06 -0.07
H -1.13 2.36 -1.58
H 1.51 -0.14 3.48
H 0.22 0.59 3.50
O 0.80 0.12 2.88
H 3.27 -0.60 -3.08
H 3.51 0.04 -1.73
O 2.94 -0.59 -2.17
*
```

Values from the calculation:
frontier orbital gap	9.86	eV
F_max	0.0425	hartree/bohr
total energy	-21259.074	eV
highest occupied orbital energy	-12.64	eV
energy above the lowest of the compared OMol25 structures with the same formula, charge and spin	0.6	kcal per mole

Löwdin atomic charge list, values in e, 2 entries: 0.21, -0.34

---

4 unconnected molecules or ions with the total composition C3H15NO3S, computed with wB97M-V/def2-TZVPD.

Structure (ORCA input):
```
! RIJCOSX wB97M-V def2-TZVPD def2/J DEFGRID3
* xyz 1 2
C 1.41 -2.04 0.75
N 0.02 -2.05 0.38
C -0.31 -1.63 -0.96
C -1.17 -0.33 -1.00
S -2.78 -0.75 -1.68
H 1.83 -1.16 0.28
H 1.91 -2.96 0.44
H 1.48 -2.23 1.81
H -0.52 -2.86 0.69
H 0.63 -1.57 -1.53
H -0.81 -2.44 -1.51
H -1.26 0.06 0.01
H -0.60 0.39 -1.59
H -3.49 0.21 -1.07
H 0.18 1.31 1.46
H -0.56 1.34 2.77
O -0.63 1.64 1.85
H -1.04 3.54 0.49
H 0.07 3.69 -0.59
O -0.81 3.98 -0.34
H 1.45 1.64 -0.49
H 2.88 0.90 -0.28
O 2.13 1.33 0.12
*
```

Values from the calculation:
frontier orbital gap (spin up / spin down)	10.04 / 4.92	eV
F_max	0.0453	hartree/bohr
⟨S²⟩	0.755
total energy	-21812.798	eV
highest occupied orbital energy (spin up / spin down)	-13.31 / -13.05	eV
energy above the lowest of the compared OMol25 structures with the same formula, charge and spin	4.3	kcal per mole

Löwdin atomic charge list, values in e, 2 entries: 0.00, 0.11

---

4 unconnected molecules or ions with the total composition C3H15NO4, computed with wB97M-V/def2-TZVPD.

Structure (ORCA input):
```
! RIJCOSX wB97M-V def2-TZVPD def2/J DEFGRID3
* xyz 0 1
C 0.78 1.88 1.18
C 0.32 0.56 0.54
O 1.01 0.36 -0.60
C -1.22 0.42 0.50
N -1.64 -0.77 -0.17
H 0.17 2.08 2.08
H 1.80 1.93 1.62
H 0.79 2.77 0.56
H 0.67 -0.13 1.27
H 0.97 -0.62 -0.76
H -1.73 0.53 1.47
H -1.72 1.18 0.00
H -2.66 -0.73 -0.24
H -1.32 -1.61 0.29
O 2.40 -4.68 3.18
H 1.45 -4.70 2.82
H 2.31 -4.31 4.08
O -0.45 3.31 -3.80
H -0.61 2.79 -3.05
H -0.49 4.27 -3.52
O 0.03 -1.76 -2.48
H -0.36 -1.41 -3.24
H -0.49 -1.37 -1.73
*
```

Values from the calculation:
SMILES	C[C@H](O)CN.O.O.O
frontier orbital gap	10.38	eV
F_max	0.0705	hartree/bohr
total energy	-13033.299	eV
highest occupied orbital energy	-10.05	eV
energy above the lowest of the compared OMol25 structures with the same formula, charge and spin	40.1	kcal per mole

Löwdin atomic charge list, values in e, 2 entries: -0.05, -0.49

---

5 unconnected molecules or ions with the total composition C3H15NO4, computed with wB97M-V/def2-TZVPD.

Structure (ORCA input):
```
! RIJCOSX wB97M-V def2-TZVPD def2/J DEFGRID3
* xyz 0 1
C -1.95 1.97 -1.47
C -2.30 0.92 -0.73
N -1.57 0.16 0.12
C -1.78 -1.27 0.16
H -0.95 2.39 -1.42
H -2.58 2.40 -2.21
H -3.27 0.46 -0.89
H -0.64 0.46 0.38
H -1.77 -1.90 -0.74
H -0.98 -1.71 0.75
H -2.79 -1.55 0.54
O 2.24 -1.07 -2.40
H 2.05 -1.98 -2.16
H 3.11 -0.78 -2.11
O 1.38 -2.23 0.32
H 2.21 -2.03 -0.14
H 1.10 -1.31 0.38
O 1.96 -0.35 2.44
H 2.69 -0.98 2.31
H 2.35 0.51 2.60
O 0.32 2.31 1.13
H 0.20 2.97 1.84
H -0.43 2.64 0.61
*
```

Values from the calculation:
SMILES	C=CNC.O.O.O.O
frontier orbital gap	8.17	eV
F_max	0.0279	hartree/bohr
total energy	-13032.975	eV
highest occupied orbital energy	-7.82	eV
energy above the lowest of the compared OMol25 structures with the same formula, charge and spin	47.6	kcal per mole

Löwdin atomic charge list, values in e, 2 entries: -0.02, -0.26

---

Please write out number 10 again, unchanged.
4 unconnected molecules or ions with the total composition C3H15NO4, computed with wB97M-V/def2-TZVPD.

Structure (ORCA input):
```
! RIJCOSX wB97M-V def2-TZVPD def2/J DEFGRID3
* xyz 0 1
C 0.78 1.88 1.18
C 0.32 0.56 0.54
O 1.01 0.36 -0.60
C -1.22 0.42 0.50
N -1.64 -0.77 -0.17
H 0.17 2.08 2.08
H 1.80 1.93 1.62
H 0.79 2.77 0.56
H 0.67 -0.13 1.27
H 0.97 -0.62 -0.76
H -1.73 0.53 1.47
H -1.72 1.18 0.00
H -2.66 -0.73 -0.24
H -1.32 -1.61 0.29
O 2.40 -4.68 3.18
H 1.45 -4.70 2.82
H 2.31 -4.31 4.08
O -0.45 3.31 -3.80
H -0.61 2.79 -3.05
H -0.49 4.27 -3.52
O 0.03 -1.76 -2.48
H -0.36 -1.41 -3.24
H -0.49 -1.37 -1.73
*
```

Values from the calculation:
SMILES	C[C@H](O)CN.O.O.O
frontier orbital gap	10.38	eV
F_max	0.0705	hartree/bohr
total energy	-13033.299	eV
highest occupied orbital energy	-10.05	eV
energy above the lowest of the compared OMol25 structures with the same formula, charge and spin	40.1	kcal per mole

Löwdin atomic charge list, values in e, 2 entries: -0.05, -0.49